Below is a molecular structure, CH2O4Tl at a distorted geometry, with properties calculated with ωB97M-V with the def2-TZVPD basis set.

Geometry as XYZ:
```
8
Properties=species:S:1:pos:R:3:forces:R:3
O -2.027 2.726 0.465 -1.1150 -0.3852 0.1594
C -1.423 1.612 0.645 4.4570 0.5863 3.0358
O -0.370 1.052 0.496 -1.0000 -1.0316 -3.1317
O -1.827 1.877 1.859 -2.8604 1.2666 -0.2040
Tl 1.359 -0.736 0.757 0.5421 0.8012 2.1758
O 1.383 -1.977 -1.087 -0.0194 -0.8534 -1.5713
H 1.699 -1.640 -1.931 0.0530 -0.0336 -0.3493
H 1.206 -2.914 -1.205 -0.0573 -0.3503 -0.1147
```
Positions in Å, forces in eV/Å.

Calculated values
- LUMO (eV) = -6.10
- calculated total energy (Eh) = -512.346563
- HOMO-LUMO gap (eV) = 9.20
- relative energy (zero: lowest compared OMol25 entry of this formula, charge and spin) (kcal/mol) = 0.0
- E_HOMO (eV) = -15.304
- charge = +1

Listed below, in e, are the natural (NBO) charges computed for each atom: number 1, O, carries -0.1432; number 2, C, carries 0.9531; number 3, O, carries -0.6466; number 4, O, carries -0.1453; number 5, Tl, carries 0.9485; number 6, O, carries -1.0195; number 7, H, carries 0.5242; number 8, H, carries 0.5288